1.
64
Properties=species:S:1:pos:R:3 method="wB97M-V/def2-TZVPD" multiplicity=6 total_charge=-2 total_energy_ha=-3167.073034 e_above_lowest_kcal_mol=41.4 s2=8.854
Fe 0.55542 1.63332 -0.35108
O 0.57890 1.72686 1.82088
O -1.31481 -6.10354 0.05351
O -0.73900 3.74455 -0.95740
N -1.18226 0.76494 0.09871
N -3.39250 -1.46336 3.81993
N 0.06732 1.04676 -4.77068
N 1.19726 -0.46839 -3.33100
N -4.00262 -2.46331 3.24889
N 1.82632 -2.29552 -1.96149
N 2.07316 2.42813 -0.59961
N 0.12235 1.56010 -2.62994
N -0.54357 2.50751 -3.31942
N 1.23577 -0.45111 -0.91228
N -0.57219 2.20234 -4.57361
N 1.56183 -1.39905 -0.01168
N 1.90864 -2.47744 -0.63014
C -1.86274 -3.38325 2.46527
C -1.61210 0.05531 4.15600
C 5.21821 4.06962 0.24662
C 0.09007 4.89097 -0.98144
C -2.09769 0.36305 -0.76411
C 4.02565 3.39765 0.39416
C 0.03519 -5.84471 -0.29319
C -2.45098 -0.28496 1.87748
C -3.27175 -3.38037 2.55008
C 3.20827 3.06763 -0.73404
C 5.68057 4.46269 -1.00963
C 4.90712 4.15037 -2.12652
C -1.18752 -4.28193 1.66420
C -3.96257 -4.38832 1.84313
C -2.51913 -0.61073 3.29091
C 3.70819 3.47980 -2.00899
C -0.59295 0.84580 3.68880
C 1.41109 -1.04177 -2.09420
C 0.48400 0.67821 -3.55588
C -1.89596 -5.21699 0.91873
C -1.36656 0.48848 1.41289
C -3.41366 -0.67324 0.94018
C -3.24129 -0.33342 -0.38334
C -3.28725 -5.27658 1.03746
C -0.38905 1.05684 2.30101
H 5.26041 4.43422 -3.11317
H 1.31392 -1.07910 -4.11928
H 0.11603 1.28597 4.37844
H -3.97216 -0.61432 -1.12846
H 0.25582 -6.47956 -1.14920
H 0.61849 4.95233 -0.03035
H -1.29144 -2.65794 3.02699
H 0.19396 -4.79927 -0.56795
H 0.83483 4.83481 -1.77970
H 6.61585 4.99978 -1.11708
H -4.29116 -1.22134 1.25304
H -0.51293 5.79761 -1.12409
H 3.11884 3.23831 -2.88594
H -3.82459 -6.02215 0.46379
H -0.10819 -4.22219 1.61062
H 3.66441 3.08512 1.36653
H -1.70087 -0.15458 5.21473
H 5.81513 4.29154 1.12632
H -0.85293 3.44679 -1.88781
H -1.92624 0.61494 -1.80240
H -5.04294 -4.41728 1.91248
H 0.71856 -6.09666 0.52333

2.
18
Properties=species:S:1:pos:R:3 method="wB97M-V/def2-TZVPD" smiles="CC(C)=N.O=C=O.N" total_charge=0 total_energy_ha=-418.389410 e_above_lowest_kcal_mol=44.9
O -2.94039 1.48565 1.45901
O -2.83783 -0.13592 -0.15585
N -0.06713 0.95420 0.48898
N -2.34718 -3.33281 -0.25997
C 1.17712 0.97812 0.14974
C 1.95280 -0.27632 0.00099
C 2.01705 2.09430 -0.29587
C -2.87236 0.67332 0.68159
H 2.91785 -0.07771 -0.33050
H 2.17488 1.99918 -1.30325
H -2.27861 -3.59725 -1.24866
H -2.89611 -2.40798 -0.33970
H 1.93799 -0.70296 0.97783
H -1.52006 -3.49575 0.28517
H 1.45785 -0.98375 -0.63594
H 2.95838 1.85091 0.24280
H 1.57832 3.12264 -0.05478
H -0.41257 1.85215 0.33841

3.
179
Properties=species:S:1:pos:R:3 method="wB97M-V/def2-TZVPD" total_charge=-1 total_energy_ha=-3525.208852 e_above_lowest_kcal_mol=0.0
In 8.63824 11.74339 -11.21920
O 6.33571 10.17254 -12.64161
O 9.70994 12.33204 -8.41245
O 4.17936 9.34875 -10.79922
O 2.64635 18.94028 -8.31793
O 7.61237 12.52859 -8.29057
O 9.83154 9.01947 -9.91985
O 12.16423 7.67059 -8.02885
O 6.92344 13.94614 -12.24853
O 7.74191 10.59447 -14.30128
O 7.54787 13.55463 -14.17037
O 11.44895 11.31034 -12.10395
O 9.10112 15.19046 -10.62553
O 10.57047 12.15701 -13.91976
N 11.40590 7.42373 -6.81223
N 3.55415 18.08820 -8.88154
N 3.05660 10.12209 -10.90441
N 9.90027 16.33754 -10.62158
N 8.95738 8.25188 -10.62989
C 5.77423 9.19527 -14.78455
C 11.49041 18.07014 -11.56218
C 0.72000 10.26611 -11.29483
C 13.28610 6.07798 -5.90266
C 10.70445 8.06238 -12.41105
C 8.77510 12.62293 -7.69494
C 5.09205 15.82780 -9.77183
C 8.90100 13.26006 -6.38032
C 11.37279 17.94605 -9.08341
C 5.21442 18.68258 -7.21664
C 7.43814 5.98210 -11.85580
C 2.97474 17.28224 -9.96362
C 1.89812 16.30989 -9.49061
C 10.23928 9.69020 -6.76991
C 6.69350 10.05680 -13.82437
C 11.18724 8.70563 -6.05778
C 2.22767 18.21588 -10.98364
C 8.16559 6.88185 -8.61191
C 4.10098 16.42852 -10.64554
C 6.65384 13.94536 -13.44352
C 1.97592 8.41393 -12.30592
C 3.89256 16.60302 -6.83678
C 5.25761 14.37920 -13.91365
C 3.17668 11.33318 -10.06201
C 6.96736 9.08889 -9.19587
C 11.60857 11.72171 -13.25799
C 11.56426 15.55862 -12.32054
C 7.77027 7.78781 -9.76558
C 10.46561 6.14651 -10.94128
C 13.03099 11.71854 -13.87777
C 8.59923 6.73567 -12.51672
C 9.61866 17.08948 -12.92662
C 0.56002 11.35163 -10.19673
C 9.66379 7.33129 -11.57533
C 9.24886 16.71153 -8.27321
C 10.43706 16.63455 -9.24486
C 1.88593 9.27257 -11.07595
C 1.83829 12.18953 -10.16606
C 12.46101 9.46639 -5.69094
C 5.61903 16.79276 -8.71055
C 11.11117 5.16046 -6.99321
C 4.52754 17.56916 -7.91266
C 11.11174 6.01037 -4.64180
C 3.40928 11.06310 -8.56949
C 12.26831 18.14680 -10.27716
C 11.75413 6.22237 -6.06944
C 4.32632 12.15536 -10.81038
C 1.65682 8.50524 -9.81521
C 10.98149 7.32610 -3.79230
C 10.67337 16.76678 -11.84648
C 11.23860 15.47627 -8.72959
C 10.37734 8.44555 -4.69783
C 6.84590 7.00628 -10.85692
H 12.95190 9.05612 -4.80844
H 10.15825 10.65155 -6.26262
H 6.68435 5.62143 -12.55567
H 4.25994 12.08191 -11.89587
H 11.13440 14.51938 -9.24107
H 8.39843 17.21746 -8.73025
H 11.25238 5.80703 -11.61497
H 10.01357 17.51343 -13.84989
H -0.23401 12.02984 -10.50922
H 12.97317 17.32022 -10.36683
H 8.12940 7.65747 -12.85970
H 8.74545 15.76574 -8.07280
H 3.93483 11.91260 -8.13331
H 1.56591 15.83331 -10.41289
H 4.57238 16.52951 -5.98794
H 9.29291 14.26919 -6.50750
H 5.49892 19.45865 -7.92720
H 0.93515 10.80382 -12.21823
H 10.32895 9.37424 -4.12923
H 5.81046 8.13356 -14.54050
H 9.08723 6.34412 -8.83442
H 11.47703 8.43057 -11.73602
H 12.05374 15.15340 -11.43492
H 10.88409 6.48442 -9.99323
H 2.82287 7.72779 -12.30820
H 7.35276 9.42942 -8.23483
H 13.61229 5.22403 -5.30895
H 13.83148 11.79712 -13.14215
H 2.13206 17.92948 -12.03099
H 10.74018 18.85966 -11.60568
H 2.86052 19.69130 -8.87625
H 10.79369 9.97147 -7.66524
H 4.16052 13.22090 -10.65155
H 4.69824 9.51215 -11.59020
H 2.48201 10.99256 -8.00090
H 10.38157 9.00202 -12.85929
H 1.48516 8.86499 -8.80070
H 6.10618 18.32273 -6.70344
H 12.18302 10.47350 -5.38023
H 5.94466 9.25674 -15.85939
H 1.28716 18.67772 -10.68324
H 13.03158 7.74428 -7.62404
H 1.01225 16.72988 -9.01423
H 12.26702 15.62627 -13.15100
H 3.64747 15.58066 -7.12457
H -0.20225 9.69914 -11.42171
H 8.94792 6.19340 -13.39562
H 0.82250 7.80750 -9.88707
H 13.79792 5.95117 -6.85663
H 10.73525 18.82971 -9.05558
H 8.22307 15.50609 -10.85139
H 1.92603 8.97769 -13.23747
H 4.54752 13.57815 -14.11904
H 11.13771 15.33718 -7.65322
H 9.10982 16.14108 -13.09902
H 1.95853 12.71492 -11.11348
H 9.88340 5.25389 -10.71245
H 11.94093 7.54352 -3.32293
H 6.20226 16.22737 -7.98372
H 5.37358 11.89925 -10.64991
H 11.00759 14.67239 -12.62519
H 7.41747 6.11189 -8.42324
H 10.27478 7.06297 -3.00526
H 4.55229 17.14570 -11.33116
H 7.93224 13.41077 -5.90400
H 12.20269 18.24640 -12.36821
H 3.06086 17.00931 -6.26119
H 0.28646 10.90142 -9.24249
H 2.79298 19.13107 -11.15956
H 2.30727 15.52513 -8.85433
H 6.20548 17.57898 -9.18597
H 5.47677 14.93318 -14.82644
H 12.29389 15.72680 -8.83775
H 11.62265 5.30304 -3.98853
H 10.13106 8.33256 -9.31981
H 9.48844 17.22586 -7.34253
H 12.89441 19.01714 -10.08069
H 9.41984 8.00465 -4.97513
H 6.42799 7.83793 -11.42420
H 10.05558 5.20984 -7.26040
H 4.73748 15.03777 -13.21805
H 4.57571 19.13490 -6.45798
H 6.04046 6.54997 -10.28146
H 11.11599 7.45852 -13.21981
H 10.16396 5.48965 -4.77840
H 13.79228 6.91549 -5.42259
H 9.58009 12.83163 -5.64318
H 6.75600 9.83421 -9.96264
H 8.27421 7.51444 -7.73093
H 5.85110 15.27028 -10.32056
H 4.06736 10.22015 -8.35862
H 4.69268 15.03934 -9.13392
H 9.25324 9.31213 -7.03988
H 5.96996 8.73410 -8.93621
H 11.89431 17.76002 -8.14452
H 1.01798 7.91413 -12.44955
H 1.73988 12.83155 -9.29072
H 7.77627 5.04965 -11.40380
H 13.13717 10.83557 -14.50799
H 3.71467 15.63431 -11.28436
H 13.12320 12.52805 -14.60185
H 13.16812 9.44867 -6.52027
H 11.22448 4.21130 -6.46942
H 4.73539 9.44480 -14.56861
H 11.77175 5.15568 -7.86022
H 8.73809 17.65328 -12.61869
H 2.49640 7.81352 -9.74638